This record from the Open Molecules 2025 dataset describes a cluster of 2 separate species, C10H16 in total. The level of theory is ωB97M-V/def2-TZVPD.

Results
LUMO, Eh: 0.038
Kohn-Sham gap, Ha: 0.3642
Energy relative to the best compared isomer or geometry (same formula, charge and spin), kcal/mol: 39.3
Max |F|, eV Å⁻¹: 5.508
Highest occupied orbital energy, Ha: -0.3265

Cartesian coordinates (Å):
C: -0.307 -2.234 -1.025
C: -1.792 1.049 -1.844
H: 0.774 -2.450 -0.750
H: 0.368 -0.629 3.386
H: -0.380 -2.996 -1.840
H: -0.129 -1.074 1.715
H: 1.750 0.459 0.757
C: 0.626 -0.161 -1.482
H: 0.377 1.861 2.580
H: -2.631 -0.951 -1.423
H: -1.293 1.076 2.613
H: 2.440 0.292 2.522
H: 2.331 -1.066 1.360
C: 0.334 -0.307 2.344
H: -0.594 2.873 -1.973
H: 1.588 -0.547 -1.264
C: 1.722 -0.125 1.706
C: -0.594 1.855 -1.801
C: -1.778 -0.333 -1.714
H: -2.815 1.454 -1.867
H: -0.861 -2.568 -0.170
H: 1.543 1.807 -1.845
C: 0.639 1.241 -1.756
C: -0.562 -0.912 -1.406
H: -0.455 1.274 1.043
C: -0.303 1.114 2.134

Cartesian forces (eV/Å) of the 6 atoms listed first:
1.969 -5.128 0.405
-0.178 0.775 0.310
-1.139 0.786 -0.042
0.060 0.093 -0.175
-0.717 0.523 0.407
-0.644 0.161 0.425